(1)
DFT (the ωB97M-V functional and the def2-TZVPD basis) results for a molecular structure, C2H4O2P2 in a non-equilibrium geometry.

Its LUMO energy is -0.43 eV. Its charge is 0. The value obtained for the relative energy (zero: lowest compared OMol25 entry of this formula, charge and spin) is 15.4 kcal per mole. The frontier orbital gap comes out at 8.943 eV. The calculation puts the molar mass at 122.00 g/mol.

```
10
C2H4O2P2 the ωB97M-V functional and the def2-TZVPD basis
C -0.62 2.23 -0.21
C 0.43 -0.69 -0.01
O 0.09 0.59 -2.43
O 1.79 1.90 0.18
P 0.70 2.85 0.69
P 0.07 0.80 -1.00
H -1.64 2.54 -0.33
H 0.48 -0.45 1.05
H -0.35 -1.42 -0.20
H 1.39 -1.09 -0.34
```

(2)
DFT (the ωB97M-V functional and the def2-TZVPD basis) results for C3H10N2O2 in the gas phase in a non-equilibrium geometry.

Its LUMO energy is 0.79 eV. Its charge is 0. The value obtained for the relative energy (zero: lowest compared OMol25 entry of this formula, charge and spin) is 125.3 kcal per mole. The frontier orbital gap comes out at 9.692 eV. The calculation puts the molar mass at 106.12 g/mol. As for the SMILES: C[C@@H](ON)N(C)O.

```
17
C3H10N2O2 the ωB97M-V functional and the def2-TZVPD basis
C 0.25 -0.51 0.07
C -1.02 0.70 -1.88
C 1.68 -0.67 0.56
N 0.29 0.51 -1.25
N -0.92 -1.06 2.03
O -0.58 0.14 0.94
O 0.75 1.80 -0.86
H 0.21 2.05 -0.08
H -0.15 -1.46 -0.32
H -1.93 -1.00 2.01
H -0.62 -0.58 2.88
H -0.91 1.29 -2.79
H -1.44 -0.27 -2.16
H -1.73 1.21 -1.22
H 2.35 -0.90 -0.27
H 1.73 -1.49 1.29
H 2.03 0.24 1.05
```